Entry 1:
14
Properties=species:S:1:pos:R:3:forces:R:3 method="wB97M-V/def2-TZVPD" lumo_ev=0.47 spin_multiplicity=1 gap_ev=9.3 e_above_lowest_kj_mol=48.5 energy_ha=-1410.172021 smiles="CN(C)[P@@](O)(=S)Cl"
C -0.18710 -1.31406 -0.66863 -1.12 2.27 0.67
N 0.38143 -0.03162 -0.10998 -0.80 -0.97 0.66
C -0.62497 0.82321 0.53393 -0.07 2.55 -2.71
P 2.00549 0.12839 0.22176 0.20 -2.67 0.96
O 1.98139 0.83184 1.74090 -1.19 -1.64 -2.14
S 3.28735 -1.58172 -0.08015 -2.44 3.30 0.57
Cl 2.47721 1.72312 -0.86879 0.66 0.70 -0.54
H 0.69751 -1.77905 -0.93810 1.12 -1.99 -0.75
H -0.77957 -1.78914 0.11823 0.43 -0.33 -0.03
H -0.89222 -1.17914 -1.53011 0.90 0.39 0.56
H -1.21314 1.37290 -0.30435 0.95 -0.76 1.05
H -1.41148 0.31553 1.03754 -0.11 -0.87 0.94
H -0.17417 1.64930 1.10682 -0.21 -0.71 0.06
H 2.85688 1.14557 1.84616 1.68 0.73 0.72

---

Entry 2:
108
Properties=species:S:1:pos:R:3:forces:R:3 method="wB97M-V/def2-TZVPD" lumo_ev="2.27 / 2.27" charge=-1 spin_multiplicity=5 gap_ev="3.8 / 7.1" e_above_lowest_kj_mol=0.0 energy_ha=-8976.891698
Cr -0.07754 -0.64222 0.50176 0.35 0.04 -0.83
O 0.56365 -2.42930 1.47871 0.12 0.29 -0.38
S -0.09106 -1.98534 2.75091 -0.36 -1.15 1.40
O 0.66476 -2.26690 3.94000 0.07 0.15 -0.13
O -0.34543 -0.53067 2.52082 -0.13 0.23 -0.54
C -1.62230 -2.81861 2.86003 0.63 0.32 0.10
C -1.91280 -3.51131 4.01995 -0.23 -0.13 0.04
C -3.10231 -4.21997 4.13286 0.23 0.09 0.18
C -3.99487 -4.24671 3.02605 -0.17 -0.01 -0.15
C -3.71485 -3.57342 1.86962 -0.01 -0.02 0.10
C -2.53356 -2.78420 1.74527 0.27 0.30 -0.56
P -1.95404 -2.07611 0.22986 -1.38 -0.51 0.47
C -1.65417 -3.45897 -0.93692 -0.01 -0.38 -0.29
C -2.67880 -3.99967 -1.72219 0.18 0.30 0.19
C -2.42436 -5.02431 -2.61927 0.01 -0.21 -0.19
C -1.15123 -5.56312 -2.73513 -0.04 0.08 0.09
C -0.14257 -5.09066 -1.90188 -0.01 -0.14 -0.09
C -0.39184 -4.06349 -1.00952 -0.09 0.23 0.05
C -3.37826 -1.23621 -0.53770 0.14 0.30 -0.20
C -3.28758 -0.85917 -1.88052 -0.05 -0.07 0.08
C -4.29008 -0.10947 -2.47060 -0.07 0.04 -0.01
C -5.39360 0.28734 -1.72351 -0.03 -0.10 0.01
C -5.47026 -0.04722 -0.38001 -0.11 -0.06 -0.08
C -4.45889 -0.79006 0.21488 0.00 -0.20 0.04
H -1.18958 -3.48565 4.82425 -0.03 -0.03 0.02
H -3.33772 -4.75736 5.04173 0.02 0.00 -0.01
H -4.91540 -4.81430 3.10928 -0.01 0.01 -0.07
H -4.40978 -3.61928 1.03706 0.00 -0.03 0.01
H -3.67748 -3.58899 -1.65187 -0.03 0.02 -0.05
H -3.22331 -5.40170 -3.24743 -0.03 0.01 0.04
H -0.94987 -6.35029 -3.45112 -0.01 -0.01 0.01
H 0.84672 -5.53150 -1.95630 0.01 0.02 0.04
H 0.39533 -3.70993 -0.36051 0.06 0.04 0.01
H -2.41540 -1.15888 -2.44712 0.02 0.02 -0.03
H -4.21602 0.17842 -3.51275 0.03 -0.02 0.00
H -6.18413 0.86498 -2.18768 0.01 0.02 0.00
H -6.31817 0.27884 0.21060 0.02 -0.01 0.02
H -4.49899 -1.03517 1.26966 -0.03 0.00 -0.01
N -0.91316 1.00545 -0.05809 0.31 0.02 0.43
P -0.78277 2.46206 0.43072 -0.04 -0.02 0.04
C -2.39314 3.32619 0.35113 -0.04 0.06 0.01
C -3.52067 2.62057 -0.04424 0.17 -0.09 -0.03
C -4.75277 3.25674 -0.11070 -0.11 0.14 0.01
C -4.85921 4.59976 0.22213 0.04 -0.05 -0.01
C -3.73101 5.30621 0.62609 0.01 0.11 0.04
C -2.50245 4.67166 0.69441 -0.06 -0.10 -0.04
C -0.38368 2.78477 2.19071 -0.15 -0.14 -0.11
C -1.29868 2.16446 3.04586 0.07 0.04 0.00
C -1.21201 2.32752 4.41565 0.00 0.01 0.03
C -0.19547 3.10607 4.95376 -0.01 0.00 -0.02
C 0.73060 3.70329 4.11462 0.12 0.08 0.04
C 0.63689 3.55095 2.73718 -0.04 0.01 -0.09
C 0.21205 3.58087 -0.65323 -0.13 -0.17 -0.23
C 1.54647 3.95402 -0.51065 -0.11 -0.08 0.08
C 2.19157 4.66372 -1.51499 0.11 0.05 -0.02
C 1.52717 5.00011 -2.68462 0.03 -0.01 0.03
C 0.20432 4.61507 -2.85203 0.00 0.00 -0.03
C -0.43874 3.90956 -1.84860 0.06 0.02 0.11
H -3.40617 1.57077 -0.29917 0.03 0.13 -0.01
H -5.62898 2.70450 -0.42907 0.05 0.04 0.04
H -5.81946 5.09827 0.17011 0.00 0.01 0.00
H -3.81086 6.35488 0.88682 -0.02 -0.01 0.01
H -1.61808 5.21261 1.01392 -0.03 0.05 0.00
H -2.07128 1.53756 2.61608 -0.02 -0.01 0.06
H -1.92986 1.84310 5.06540 0.01 -0.02 -0.02
H -0.12534 3.24503 6.02547 0.02 -0.03 0.00
H 1.53930 4.29391 4.52846 -0.02 0.01 0.02
H 1.35968 4.03953 2.09945 -0.04 0.01 0.10
H 2.10013 3.67006 0.37109 0.06 -0.09 -0.05
H 3.22883 4.94874 -1.38373 0.00 -0.01 0.01
H 2.04211 5.55239 -3.46128 -0.01 0.00 -0.01
H -0.32561 4.86264 -3.76415 0.00 -0.01 0.01
H -1.46666 3.59468 -1.98370 -0.01 0.04 -0.07
C 0.44657 -1.68675 -4.21183 -0.05 0.08 0.30
As 1.20747 -0.90334 -2.59385 0.52 0.04 -1.11
C 2.74958 -2.06245 -2.36438 -0.16 0.31 0.11
C 1.45579 0.95121 -3.11570 -0.05 -0.18 0.21
O 0.01357 -1.14524 -1.48902 -0.34 -0.23 0.96
H 1.15265 -1.69482 -5.04155 0.04 0.03 0.03
H -0.44481 -1.12495 -4.49071 0.03 0.03 0.01
H 0.14596 -2.70532 -3.96094 0.03 -0.01 -0.01
H 3.34509 -2.06973 -3.27703 -0.04 0.02 -0.02
H 2.30593 -3.04467 -2.19730 0.01 -0.01 -0.03
H 3.35865 -1.78441 -1.50987 -0.02 0.08 0.06
H 2.04308 1.02394 -4.03035 -0.03 -0.08 -0.04
H 1.90972 1.51650 -2.30704 -0.08 -0.05 -0.01
H 0.44004 1.31260 -3.27633 -0.02 0.00 -0.05
C 8.14377 -1.55477 0.58783 -0.11 0.07 -0.03
C 6.71096 -1.08993 0.54579 -0.01 -0.02 0.03
C 5.81804 -1.39831 1.55919 0.04 0.02 -0.03
C 4.49687 -0.95507 1.54861 0.08 0.05 -0.09
C 3.61169 -1.29526 2.69949 -0.12 0.06 0.09
C 4.03537 -0.19891 0.46152 -0.45 -0.09 0.06
Se 2.19262 0.44366 0.28543 1.06 0.60 0.05
C 4.94205 0.16156 -0.54995 -0.13 0.02 -0.07
C 4.51941 1.03713 -1.70037 0.09 -0.11 0.11
C 6.25256 -0.29448 -0.49496 0.14 -0.01 -0.02
H 8.29468 -2.29036 1.37743 0.01 -0.01 0.00
H 8.81073 -0.71058 0.77851 0.06 -0.05 0.00
H 8.43726 -2.00363 -0.36295 0.04 -0.01 0.01
H 6.15279 -2.00549 2.39464 0.00 0.02 0.02
H 4.16237 -1.77536 3.50863 0.06 0.02 -0.03
H 2.82812 -1.97150 2.38363 -0.27 -0.12 -0.01
H 3.12055 -0.40175 3.08998 -0.06 -0.03 -0.02
H 3.94817 1.88863 -1.32946 0.02 0.06 -0.09
H 3.86347 0.49383 -2.38540 0.12 0.06 0.02
H 5.38897 1.39148 -2.25513 0.02 -0.02 -0.03
H 6.94296 -0.02061 -1.28867 -0.04 0.04 -0.02

---

Entry 3:
54
Properties=species:S:1:pos:R:3:forces:R:3 method="wB97M-V/def2-TZVPD" lumo_ev=0.22 spin_multiplicity=1 gap_ev=9.0 e_above_lowest_kj_mol=216.8 energy_ha=-2055.749904 smiles="O=C(c1ccc(S(=O)(=O)N2CCCCC2)cc1)N1CCN=C1SCc1cccnc1"
O 2.08851 0.80414 2.81657 -0.44 0.04 0.22
C 1.56621 0.67031 1.73036 -0.25 0.01 -0.02
C 0.08834 0.76385 1.50128 -0.21 -0.01 0.19
C -0.45852 1.93160 0.97713 -0.09 -0.08 0.04
C -1.82662 2.02851 0.79611 0.12 0.13 0.00
C -2.63254 0.95885 1.13578 -0.49 -0.10 -0.03
S -4.40082 1.11923 0.87882 0.54 0.07 -0.30
O -5.02961 -0.10161 1.30296 0.22 -0.08 -0.10
O -4.84376 2.35021 1.46096 0.04 0.22 -0.13
N -4.41009 1.31599 -0.78641 0.11 0.06 1.06
C -5.45548 2.17007 -1.31495 -0.57 0.42 0.20
C -6.78808 1.43273 -1.42894 0.16 0.05 -0.28
C -6.61115 0.17938 -2.28317 -0.06 -0.08 0.25
C -5.53082 -0.70797 -1.66916 0.06 0.10 -0.18
C -4.22997 0.08182 -1.52209 0.06 -0.66 -0.07
C -2.10305 -0.20052 1.66655 -0.17 -0.08 0.04
C -0.73388 -0.29876 1.85557 0.14 0.15 -0.04
N 2.29596 0.42513 0.61308 0.21 -0.01 0.06
C 1.82408 0.21213 -0.74492 -0.29 -0.09 -0.53
C 3.15239 -0.02900 -1.50794 -0.29 0.00 -0.17
N 4.20640 0.06240 -0.52565 0.47 0.13 0.43
C 3.69219 0.29988 0.61238 0.21 -0.04 -0.49
S 4.54454 0.48386 2.09562 0.95 0.12 0.51
C 6.24152 0.16265 1.45653 -0.66 0.13 0.00
C 6.42108 -1.27604 1.11276 0.15 -0.31 -0.16
C 6.63961 -1.69161 -0.19498 0.08 -0.11 0.19
C 6.78267 -3.04466 -0.45469 0.01 0.02 0.07
C 6.69614 -3.93288 0.60614 0.02 -0.06 -0.33
N 6.48141 -3.55019 1.85384 -0.01 -0.39 0.41
C 6.34703 -2.26058 2.09604 0.04 0.36 -0.16
H 0.18524 2.76327 0.73111 0.05 0.09 -0.05
H -2.28492 2.92212 0.40460 0.04 0.17 -0.08
H -5.53668 3.01737 -0.63383 -0.05 0.10 -0.24
H -5.12777 2.52599 -2.29788 0.03 -0.01 0.07
H -7.11372 1.14944 -0.42599 -0.11 0.04 0.03
H -7.53801 2.09449 -1.86492 -0.04 0.03 0.06
H -7.55236 -0.36893 -2.34716 0.00 0.01 -0.09
H -6.31791 0.46797 -3.29658 -0.05 0.00 -0.09
H -5.84698 -1.03674 -0.67859 -0.01 -0.09 -0.08
H -5.35418 -1.58710 -2.29117 0.02 -0.04 0.03
H -3.48132 -0.50442 -0.98443 0.08 -0.10 -0.22
H -3.82913 0.34188 -2.50857 0.04 -0.02 0.09
H -2.77217 -1.00378 1.93279 -0.02 -0.13 0.04
H -0.30170 -1.19152 2.28178 0.02 -0.09 0.05
H 1.28909 1.09082 -1.11226 0.01 -0.12 0.02
H 1.15584 -0.65190 -0.78748 0.02 0.12 -0.02
H 3.19145 -1.01694 -1.97330 -0.11 0.08 -0.06
H 3.32680 0.71906 -2.28531 -0.12 -0.08 -0.02
H 6.89570 0.46378 2.27447 -0.03 0.08 -0.02
H 6.39194 0.80351 0.59086 0.15 0.01 0.04
H 6.68791 -0.96436 -0.99118 -0.01 0.06 -0.04
H 6.95505 -3.40136 -1.45866 0.02 -0.06 -0.07
H 6.80002 -4.99969 0.45694 0.02 -0.07 -0.11
H 6.16412 -1.99189 3.12917 -0.02 0.11 0.09

---

Entry 4:
30
Properties=species:S:1:pos:R:3:forces:R:3 method="wB97M-V/def2-TZVPD" lumo_ev=-2.07 spin_multiplicity=1 gap_ev=4.1 energy_ha=-1258.784120
C -1.46401 3.49572 0.75027 0.61 -0.27 0.16
C -0.60603 2.97314 -0.38282 -0.57 0.13 0.25
O -1.47198 2.30191 -1.24119 0.48 0.08 -0.70
B -1.07195 0.95494 -1.47463 -0.53 -0.51 -0.69
O -0.52331 0.69815 -2.73091 0.33 0.22 0.13
Nb -1.37498 -0.63637 0.23267 -1.12 -0.43 2.60
F -2.81831 0.59294 0.95147 1.16 -0.83 -0.35
C 0.18204 -1.97161 -0.67067 -0.22 0.61 0.73
C 1.40942 -2.25944 0.21126 -0.80 -0.64 -0.38
N 1.94938 -3.60445 -0.08791 0.53 0.14 0.12
N 1.01961 -2.21723 1.61705 0.13 -0.16 0.05
N 2.42595 -1.26228 -0.03203 0.20 0.27 -0.20
H -0.82693 3.78246 1.59612 -0.20 -0.16 0.19
H -2.05879 2.66384 1.08043 -0.47 -0.30 0.22
H -2.10678 4.29355 0.38275 -0.42 -0.02 0.10
H 0.14254 2.31044 0.03768 0.29 -0.18 0.11
H -0.09211 3.77513 -0.92207 0.21 0.25 -0.17
H 0.41984 0.91513 -2.71873 -0.16 -0.05 -0.26
H -0.15793 0.30256 1.23724 0.51 1.05 -0.97
H -1.84467 -1.88098 1.51662 -0.58 -0.74 -0.15
H -2.56043 -1.33168 -0.99924 0.48 0.74 -0.60
H -0.31362 -2.88415 -0.98369 -0.25 -0.34 0.08
H 0.56972 -1.51165 -1.56034 0.02 0.23 -0.61
H 2.79872 -3.55219 -0.63261 0.01 -0.05 -0.15
H 1.27977 -4.13466 -0.62033 -0.07 -0.10 -0.11
H 0.18814 -2.78540 1.72619 -0.29 0.07 0.01
H 1.73767 -2.74333 2.10358 0.14 0.13 0.30
H 3.31205 -1.65574 -0.29751 0.21 0.02 0.20
H 2.50890 -0.63094 0.74666 0.09 0.02 0.15
K -0.65192 6.00216 1.16468 0.29 0.81 -0.06

---

Entry 5:
33
Properties=species:S:1:pos:R:3:forces:R:3 method="wB97M-V/def2-TZVPD" lumo_ev=-2.60 charge=+1 spin_multiplicity=1 gap_ev=9.1 e_above_lowest_kj_mol=0.0 energy_ha=-737.178964
Li -1.32855 0.13933 -0.41055 -0.38 0.40 -0.02
C -2.34955 2.83733 0.47445 0.50 -1.66 -3.22
O -2.93155 1.54833 0.25145 -2.49 -0.87 0.01
H -2.39255 3.36033 -0.45555 0.49 0.33 -1.15
H -1.32355 2.68133 0.70945 0.60 -0.05 0.56
H -2.83455 3.51233 1.03745 -1.89 1.55 3.16
H -3.95455 1.53333 0.07645 3.11 0.54 0.55
C -1.44555 -2.18767 -1.95055 -1.60 -2.38 -0.22
O -1.85455 -0.83767 -2.06155 -0.19 1.32 -2.46
H -0.54055 -2.37667 -1.26255 -1.63 0.53 -0.99
H -1.25555 -2.56767 -2.98955 0.32 0.05 1.12
H -2.44655 -2.70667 -1.62355 2.37 0.15 -0.09
H -2.17855 -0.73567 -3.03655 0.87 0.20 2.95
C -0.55755 -1.12267 2.43645 5.95 -0.73 -5.10
O -1.37155 -1.04667 1.26245 0.95 0.37 0.00
H -0.26055 -2.11867 2.68045 -0.22 -1.07 -0.11
H -0.92155 -0.72367 3.25445 -2.10 2.62 3.75
H 0.51845 -0.65167 2.10445 -2.77 -0.73 1.12
H -2.22455 -1.23867 1.59345 -1.77 -0.30 0.00
C 1.66745 1.27433 0.61045 2.52 -2.21 -2.39
C 2.80745 0.56233 1.13845 -1.76 2.14 -1.00
C 3.36845 -0.47567 0.42545 -3.08 -2.31 -1.87
C 2.67645 -0.92467 -0.78655 0.95 3.40 3.36
C 1.62945 -0.17267 -1.31955 3.47 -2.90 0.91
C 1.22545 0.91633 -0.68255 -1.33 2.77 2.73
O 0.17045 1.67733 -1.20255 -0.16 0.41 -0.52
O 4.09245 -1.43667 1.03745 -1.05 2.91 3.43
H 1.29445 2.19733 0.94745 -0.28 0.83 1.08
H 3.19145 1.02333 2.00645 0.70 -0.32 1.14
H 3.10945 -1.82867 -1.03055 0.03 -1.88 -1.70
H 1.28345 -0.58367 -2.17355 -1.75 -0.51 -2.89
H 0.50945 2.48133 -1.64855 -0.32 -0.71 0.36
H 4.62745 -2.00867 0.58745 1.97 -1.88 -2.51

---

Entry 6:
9
Properties=species:S:1:pos:R:3:forces:R:3 method="wB97M-V/def2-TZVPD" lumo_ev=-0.35 spin_multiplicity=1 gap_ev=9.9 e_above_lowest_kj_mol=503.7 energy_ha=-718.379217
C -0.17349 0.44030 -0.00256 -2.22 0.80 0.82
N -2.29643 -0.03236 1.56038 0.07 0.35 -0.29
O -3.35312 0.10773 2.09183 -1.07 0.19 0.51
O -1.58031 -1.00061 1.65840 0.72 -1.24 0.42
O -1.89008 0.95447 0.79711 2.10 0.02 -1.25
S -0.40063 -0.83422 -1.08745 0.16 -0.08 -0.19
H -0.08079 1.41760 -0.45440 0.14 -0.01 -0.03
H 0.30747 0.27163 0.94363 0.14 -0.05 0.03
H -0.28325 -1.82251 -0.18936 -0.03 0.01 -0.01

---

Entry 7:
34
Properties=species:S:1:pos:R:3:forces:R:3 method="wB97M-V/def2-TZVPD" lumo_ev=1.61 charge=-1 spin_multiplicity=1 gap_ev=3.8 energy_ha=-2298.602935
N -5.79691 2.65902 -2.09290 2.67 -0.36 -0.50
C -4.64743 2.51656 -2.27903 -2.12 0.22 0.37
C -3.21212 2.37887 -2.45370 0.11 -0.15 -0.15
C -2.59223 1.12166 -2.39020 0.04 -0.08 0.13
C -1.20058 1.02120 -2.46044 -0.43 0.16 -0.08
C -0.44148 2.16887 -2.63848 0.25 -0.45 0.49
S 1.36755 1.96443 -2.85000 0.16 1.37 -0.32
C 2.28906 2.49762 -1.34160 -1.41 0.71 -0.10
Cl 3.81459 3.32261 -1.83704 -0.74 -0.07 0.22
O 1.71587 0.62115 -3.23629 -0.51 0.41 0.20
O 1.61345 3.09937 -3.72177 0.13 -0.53 -0.51
C -1.04796 3.42909 -2.74534 -0.27 -0.08 -0.06
C -2.44076 3.52829 -2.67548 0.26 -0.03 0.19
H -3.19710 0.22102 -2.27897 0.15 0.29 0.06
H -0.69247 0.06480 -2.39728 -0.11 0.04 0.04
H 1.56499 3.16588 -0.83489 0.57 0.24 -0.54
H -0.45748 4.32875 -2.89531 0.03 -0.28 -0.05
H -2.95133 4.49146 -2.77821 0.34 -0.34 0.10
O 1.24089 -4.55311 5.82464 -1.34 -0.58 -1.44
N 0.49546 -4.73138 4.82237 0.05 -1.03 1.59
O -0.36927 -5.62873 4.80183 0.98 1.23 -0.43
C 0.68342 -3.84673 3.71354 0.17 0.92 -0.71
C -0.05962 -3.83115 2.49325 0.39 0.25 0.48
C 0.17123 -2.81530 1.55978 -0.15 -1.06 0.32
C 1.13436 -1.79761 1.76992 0.83 0.66 -0.90
N 1.25320 -0.82961 0.76861 -3.56 -4.60 1.82
C 1.75793 0.15545 0.29234 2.40 4.63 -1.19
S 2.82222 1.35245 0.03426 1.03 -2.59 1.06
C 1.87258 -1.85605 2.97289 -0.25 -0.01 0.56
C 1.65719 -2.86264 3.92172 0.20 1.07 -0.73
H -0.80603 -4.60494 2.31558 0.16 0.26 0.04
H -0.40893 -2.79088 0.63374 0.24 0.01 0.32
H 2.62232 -1.08553 3.14565 -0.09 -0.21 0.04
H 2.24539 -2.87491 4.83679 -0.19 -0.03 -0.33